Here is C23H25N3O5S in the gas phase from the OMol25 dataset. Energies are from ωB97M-V/def2-TZVPD.

Computed properties:
HOMO level in eV: -8.45
SMILES string: Cc1ccc(N(CC(=O)NCc2ccco2)C(=O)CNS(=O)(=O)c2ccccc2)c(C)c1
Energy in eV: -49800.222
Relative energy (zero: lowest compared OMol25 entry of this formula, charge and spin) in eV: 2.058

Structure (ORCA input):
```
! RIJCOSX wB97M-V def2-TZVPD def2/J DEFGRID3
* xyz 0 1
H 6.004 -0.510 1.970
C -1.958 3.014 0.892
H -0.629 -3.794 1.018
O 1.767 1.957 -1.422
N -0.321 -1.304 1.236
H 7.520 0.069 0.114
S 2.019 0.951 -0.434
O 1.750 -1.497 2.107
C 1.013 -1.458 1.139
C 4.598 1.013 -1.284
C -1.129 3.303 -0.155
N -1.048 1.271 2.335
H 6.626 1.042 -1.966
H -0.058 3.295 -0.157
O 1.395 1.140 0.854
H -1.665 3.857 -2.246
C -2.998 -1.359 -2.019
H -2.611 2.511 2.844
C -3.985 -1.368 -3.145
C -2.351 -0.185 -1.654
C 1.568 -1.665 -0.278
C -1.208 -1.340 0.120
C -1.842 -2.533 -0.233
O -3.246 3.104 0.500
H -2.368 -3.943 1.277
H -3.224 -3.436 -1.578
H -2.543 0.731 -2.191
C 3.764 0.685 -0.233
C -3.247 3.454 -0.796
H -4.971 -1.090 -2.772
H 4.167 1.444 -2.174
C -2.727 -2.516 -1.303
C 5.609 -0.083 1.061
H 3.558 -0.109 1.734
C -1.974 3.589 -1.256
C -1.744 0.167 2.651
C -1.464 -0.175 -0.594
H -3.703 -0.651 -3.913
C -0.936 -1.131 2.539
H 1.029 -2.475 -0.773
C 6.459 0.242 0.016
C -1.668 2.582 2.295
H -0.113 1.194 1.947
H -0.129 -1.126 3.276
H 2.618 -1.952 -0.166
C -1.596 -3.806 0.519
N 1.527 -0.495 -1.130
H -1.637 -4.659 -0.154
C 5.958 0.790 -1.156
H -0.972 0.742 -0.310
O -2.894 0.166 3.037
H -4.060 -2.357 -3.591
C 4.245 0.141 0.941
H -1.001 3.298 2.783
H -4.200 3.579 -1.270
H -1.617 -1.962 2.747
H 0.643 -0.357 -1.600
*
```



Here is a molecular structure, C23H25N7S2V from the OMol25 dataset. Energies are from ωB97M-V/def2-TZVPD.

Computed properties:
HOMO level (alpha / beta) in eV: -9.33 / -9.33
⟨S²⟩: 2.031
Energy in eV: -82039.252

Structure (ORCA input):
```
! RIJCOSX wB97M-V def2-TZVPD def2/J DEFGRID3
* xyz 1 3
H -1.269 3.214 -1.810
H -5.515 -0.231 -1.401
C -2.127 1.449 -2.673
H 2.427 -1.758 -1.623
H -0.246 -1.721 -2.163
C -3.489 0.312 -0.989
C 1.647 -1.349 0.353
S -1.031 1.968 1.236
H -5.235 1.503 -1.259
H -4.892 -1.901 2.929
C -4.426 -0.889 1.099
H 2.193 -0.404 0.372
C 1.277 1.152 -2.508
H 1.730 -0.727 -3.462
C 4.203 1.130 1.090
H -0.396 -2.866 3.551
H 3.242 2.734 0.052
H 0.071 -0.190 -3.673
C 0.891 -0.245 -2.956
C 1.478 -1.832 -1.089
C -4.102 -1.549 2.279
N -2.123 -0.647 0.665
N 0.419 -1.048 -1.802
C -0.932 2.388 -2.436
H -4.716 0.640 -2.711
H -2.529 -2.310 3.532
H 0.849 -1.597 3.557
N 0.196 1.759 -1.710
H -2.990 2.051 -2.960
N 0.302 -1.090 0.820
H 2.212 -2.057 0.960
N 6.228 1.186 -0.512
N -2.353 0.666 -1.465
C 5.352 1.163 0.231
H -0.601 2.802 -3.392
H 2.159 1.109 -1.863
C -1.785 -1.315 1.772
C -4.811 0.566 -1.631
C 4.079 0.204 2.135
C 1.772 0.957 2.628
H -5.459 -0.734 0.824
C 1.981 1.884 1.604
S 0.701 3.072 1.136
C -0.310 -1.572 1.835
C -3.387 -0.431 0.303
C 0.326 -2.335 2.938
H 0.602 2.467 -1.086
H 1.061 -3.045 2.561
H 1.176 -2.879 -1.092
C 2.897 0.159 2.878
C 5.116 -0.755 2.391
H 1.533 1.768 -3.375
C 3.143 1.999 0.843
V -0.637 0.336 -0.327
N 5.908 -1.568 2.568
H -1.924 0.751 -3.489
C -2.774 -1.779 2.624
H 2.888 -0.564 3.693
*
```



Here is a molecular structure, C23H26BCrNO2PSSe2 from the OMol25 dataset. Energies are from ωB97M-V/def2-TZVPD.

Computed properties:
HOMO level (alpha / beta) in eV: -3.64 / -4.30
⟨S²⟩: 6.143
Energy in eV: -209777.846
Relative energy (zero: lowest compared OMol25 entry of this formula, charge and spin) in eV: 0.373

Structure (ORCA input):
```
! RIJCOSX wB97M-V def2-TZVPD def2/J DEFGRID3
* xyz -1 5
H -0.527 0.597 3.854
C 2.760 3.504 1.892
H -4.583 -3.859 -2.128
H 2.844 4.152 2.785
Se 1.719 -1.593 -0.751
H -3.701 -2.508 2.734
H 1.276 2.303 2.767
H -3.628 1.153 1.868
H -3.736 -5.929 -1.258
O -1.395 0.213 1.383
H -2.401 -3.568 3.381
C -2.087 -0.132 2.582
C -3.555 -3.920 -1.758
C 1.788 2.495 1.886
H -3.900 -0.477 1.455
C 2.165 3.322 -3.465
C -1.752 -1.614 2.726
H -2.082 0.474 4.625
H 3.932 3.192 -1.247
H 1.317 3.577 -2.862
C -0.858 -4.155 -1.127
C 2.720 2.057 -3.232
C -3.559 0.122 2.264
H 0.193 -4.156 -0.906
N -1.368 -2.991 -1.501
H 4.352 4.435 0.774
O -1.566 -2.036 1.331
H 3.954 4.335 -6.109
Cr -0.642 -1.065 -1.483
C 2.636 4.096 -4.495
H -1.733 1.774 3.403
C 2.311 1.983 -0.413
H -3.027 -2.221 4.331
C 1.596 1.725 0.769
B -1.274 -0.891 0.575
C -3.034 -5.110 -1.329
C 3.622 3.632 -5.362
C -1.569 0.734 3.693
C 3.711 1.588 -4.106
C -0.366 -1.775 3.412
C 4.185 2.358 -5.148
C 3.314 2.952 -0.384
H 4.105 0.616 -3.871
H 0.086 -2.752 3.147
H 0.334 -1.007 3.065
C -1.661 -5.275 -0.973
H 2.238 5.106 -4.662
H -0.544 -1.723 4.506
Se -0.108 1.256 -2.267
H -1.220 -6.186 -0.627
C -2.677 -2.789 -1.824
H 5.003 2.063 -5.788
C -2.768 -2.521 3.298
H 0.841 0.932 0.736
P 2.037 0.944 -1.907
C 3.534 3.696 0.736
H -4.201 0.024 3.155
S -3.053 -1.159 -2.148
*
```



Here is a molecular structure, C23H26BGeN5RhS3 from the OMol25 dataset. Energies are from ωB97M-V/def2-TZVPD.

Computed properties:
HOMO level (alpha / beta) in eV: -16.82 / -16.56
⟨S²⟩: 6.061
Energy in eV: -124402.370
Relative energy (zero: lowest compared OMol25 entry of this formula, charge and spin) in eV: 1.413

Structure (ORCA input):
```
! RIJCOSX wB97M-V def2-TZVPD def2/J DEFGRID3
* xyz 3 5
H 2.678 -2.391 -1.613
Rh -0.813 -0.112 0.404
H -4.473 -1.155 -1.751
H 0.505 -3.334 -2.596
H -5.197 1.594 2.236
H 3.854 -2.496 3.213
C -0.014 -0.097 4.711
N -0.622 -0.439 2.528
C 3.579 -2.472 2.167
H 0.433 0.335 5.594
Ge 1.462 0.027 -0.489
H 4.057 -4.217 -0.724
H -0.494 -4.072 -3.859
S -1.293 1.877 -0.585
C 2.905 -2.426 -0.554
C 2.422 2.432 0.877
C -1.539 -1.612 -2.277
H 3.745 5.317 -0.282
N -3.657 0.451 -0.417
C -2.708 2.856 2.157
H -4.290 0.642 -2.566
N -2.450 -0.642 -2.613
H 3.425 4.157 -2.440
H -1.128 -1.528 -5.484
H -3.032 3.854 1.867
H -5.603 -0.171 0.146
N -3.322 1.857 1.270
S -1.163 -2.181 -0.746
H 1.383 -0.281 -2.001
C -4.540 1.329 1.421
C -4.742 0.442 0.366
C 2.474 -1.410 0.318
H 0.607 1.215 3.096
C -1.442 -1.369 -4.462
H 4.668 -4.258 1.674
C -2.752 1.324 0.134
C 0.069 0.342 3.434
H 0.768 -2.907 -4.304
B -3.776 -0.186 -1.867
C 2.790 -1.447 1.686
C 3.696 -3.445 -0.059
S -0.965 -1.511 4.792
C 4.033 -3.468 1.297
C 2.249 1.767 -0.346
H 3.081 4.230 1.836
H -1.811 -2.195 2.611
H 2.188 1.941 1.815
C 2.609 2.392 -1.546
C 2.941 3.714 0.895
C 0.027 -3.166 -3.555
H -3.017 2.659 3.179
C 3.303 4.330 -0.301
H 2.506 1.879 -2.496
H 2.460 -0.666 2.360
C -1.220 -1.453 3.127
H -3.028 0.218 -4.460
N -0.944 -2.064 -3.436
C 3.137 3.674 -1.517
H -1.628 2.797 2.073
C -2.391 -0.480 -3.938
*
```



Here is 3 unconnected molecules or ions with the total composition C23H26BO4P from the OMol25 dataset. Energies are from ωB97M-V/def2-TZVPD.

Computed properties:
HOMO level in eV: -8.16
SMILES string: CB(Cc1ccccc1C)P(C)C.O=C1C=CC(=O)C=C1.O=C1C=CC(=O)C=C1
Energy in eV: -42424.798

Structure (ORCA input):
```
! RIJCOSX wB97M-V def2-TZVPD def2/J DEFGRID3
* xyz 0 1
O 8.413 6.486 1.332
H 8.415 4.544 -0.389
H 0.652 -3.305 -1.881
C -2.172 -3.878 -2.259
B -1.505 -2.591 -1.556
C 7.412 5.861 1.046
H 6.096 6.980 2.390
H -1.978 -1.103 1.302
O 4.047 3.759 0.077
C -3.022 -6.816 0.252
P -2.373 -0.951 -1.174
C -4.627 -5.044 -0.784
O -2.623 3.345 0.380
H -3.901 -7.237 0.793
C -1.747 -7.460 0.478
C 6.106 6.172 1.669
H 0.427 -7.407 -0.161
C 6.354 4.075 -0.259
C 0.782 4.344 0.359
C -2.032 -5.139 -1.329
H -0.308 2.852 -0.677
C 0.066 -2.688 -1.156
H 0.470 -1.646 -1.052
H -3.218 -3.738 -2.617
H -2.093 0.586 0.724
H -0.575 6.566 2.693
H -2.627 5.288 2.102
H -4.660 -0.140 -0.807
H -4.475 -3.935 -0.808
O 1.741 6.073 1.636
C -1.623 3.971 0.667
C -1.633 -0.406 0.490
H 1.745 4.129 -0.086
C -0.594 -6.966 -0.241
H -1.601 -8.317 1.173
H 0.111 -5.426 -1.662
C 7.452 4.759 0.057
H -5.302 -5.287 0.071
C -1.663 5.073 1.656
C -0.774 -5.830 -1.114
C 5.048 4.386 0.365
H 4.044 5.703 1.799
H 0.121 -3.192 -0.148
H 6.364 3.266 -0.980
C 0.741 5.446 1.348
H -5.113 -5.365 -1.743
H -1.550 -4.112 -3.174
H -0.521 -0.370 0.450
C 5.007 5.488 1.354
C -4.197 -1.165 -0.796
C -3.208 -5.677 -0.626
H -4.283 -1.509 0.272
H -4.732 -1.869 -1.472
C -0.317 3.660 0.043
C -0.566 5.757 1.972
*
```



Here is a molecular structure, C23H26Br63F4InPS from the OMol25 dataset. Energies are from ωB97M-V/def2-TZVPD.

Computed properties:
HOMO level in eV: -5.08
Energy in eV: -4473111.461

Structure (ORCA input):
```
! RIJCOSX wB97M-V def2-TZVPD def2/J DEFGRID3
* xyz -1 1
Br 2.952 6.989 -5.297
Br -5.492 4.914 -8.597
H 10.585 4.684 9.123
Br -10.841 3.260 -0.317
F -5.998 2.766 -1.359
Br 8.664 5.843 8.081
F -4.046 3.611 -2.757
Br -5.630 -2.485 2.917
C -0.399 -4.530 -3.573
C -7.969 3.073 -3.455
Br -7.999 3.076 -9.270
C -2.837 -5.125 6.936
Br -0.056 -3.032 1.460
Br -6.695 -3.693 0.166
C 2.741 -3.699 6.139
Br 1.519 0.341 -2.078
H 2.986 4.522 -5.484
S -1.598 -0.838 -0.582
Br -0.748 1.836 -6.042
Br 3.708 -3.332 4.514
C -12.157 2.207 0.612
C 10.169 4.639 8.128
H 5.336 -4.110 -5.712
Br 3.638 -2.977 7.686
Br 11.554 5.185 6.903
H 1.788 -3.190 6.057
Br -2.072 -4.429 3.497
Br -0.969 -5.586 7.069
H -3.236 2.457 1.442
H 1.944 -1.548 -0.530
Br -1.809 0.933 -8.893
Br 7.403 4.349 1.044
C -1.852 1.529 6.270
H 7.905 -2.465 1.929
C 9.522 -1.344 6.132
H -2.120 2.419 6.821
Br 2.677 -5.378 1.475
H 2.832 -7.543 0.284
H 0.368 -4.040 3.690
Br 10.624 -0.800 4.645
Br -3.974 -6.670 7.151
H 7.821 2.472 2.594
H 5.241 -0.788 -7.576
H -5.783 3.190 -10.363
C -1.374 0.355 -7.105
In -4.421 1.259 0.832
H -7.282 2.447 -2.899
Br -2.305 1.834 4.419
C 2.573 -0.731 -0.864
C 2.223 -6.666 0.118
C -7.282 5.241 1.601
Br 3.124 -4.576 -4.714
H -5.304 -4.727 1.929
Br -0.897 -4.162 -5.402
Br 2.347 -5.574 6.337
Br 7.036 -0.239 2.564
H -3.084 2.959 -1.123
H -2.711 -1.249 1.967
H 3.895 3.614 -0.676
Br -3.310 -3.712 8.162
Br -5.382 4.956 1.618
C 4.182 -0.940 -7.726
Br 1.922 4.928 -1.373
Br -8.240 3.599 1.878
Br 5.483 -2.870 1.682
Br -2.865 0.065 7.020
Br 3.866 -0.908 -9.630
C -4.937 1.901 -1.295
C 7.110 -1.857 1.519
Br 1.724 5.069 -7.540
Br 7.851 -2.097 5.537
Br 3.096 0.258 0.713
Br -8.062 4.767 -2.531
Br -9.675 2.165 -3.478
Br -1.789 -5.480 -2.630
H 9.286 -0.453 6.695
C -6.168 -4.079 1.980
Br 2.653 -5.964 -1.630
Br 5.257 -6.565 -6.015
Br 0.381 -7.220 0.241
C 4.991 -4.905 -5.067
Br -5.211 1.754 -8.433
Br -7.543 -5.041 2.936
Br 7.552 -1.504 -0.322
Br 4.988 5.323 -2.107
H -7.524 5.588 0.606
Br -0.469 -1.797 4.345
H -3.972 -2.035 0.224
C 3.735 4.679 -0.782
F -5.263 0.805 -2.041
Br 6.042 -4.825 -3.452
Br 0.049 1.261 6.504
Br -12.152 2.563 2.509
H -2.281 -0.021 -6.652
H -11.883 1.170 0.484
C -0.433 -3.419 3.307
Br -7.845 6.621 2.832
Br -13.920 2.425 -0.150
Br 0.734 4.834 -4.515
Br -0.109 -1.100 -7.121
Br 8.904 4.293 3.866
Br 3.263 0.499 -6.831
Br 0.120 -2.925 -2.643
Br 4.047 5.475 0.948
H -2.998 -4.745 5.936
C 2.210 5.249 -5.680
C -6.075 3.227 -9.324
F -2.989 1.698 -2.588
Br 10.003 2.539 1.439
Br -7.260 3.249 -5.240
C 8.443 3.297 2.279
C -3.716 2.598 -1.925
Br 10.463 -2.536 7.324
Br 4.104 -1.509 -1.747
Br 9.628 2.812 7.821
H 0.464 -5.182 -3.605
Br 3.735 -2.656 -6.962
H -5.831 1.164 1.896
P -3.145 -0.957 0.636
*
```